No. 1
{
  "formula": "C13H22FI2OP2Pm",
  "method": "wB97M-V/def2-TZVPD",
  "e_lumo_ev": [-8.4, -8.3],
  "total_charge": 2,
  "fmax_ev_per_a": 8.58,
  "spin_multiplicity": 5,
  "symbols": ["I", "I", "Pm", "P", "C", "C", "H", "H", "H", "H", "H", "H", "C", "H", "H", "H", "P", "C", "C", "H", "H", "H", "C", "H", "H", "H", "H", "H", "H", "C", "O", "F", "C", "C", "C", "C", "C", "C", "H", "H", "H", "H"],
  "coordinates": [[3.5656, -1.1459, 1.6297], [3.1553, -2.1412, -0.7418], [-0.0903, -0.3370, 0.1498], [1.4239, 2.1499, -0.3014], [0.7489, 3.8514, -0.3763], [3.0049, 2.5236, 0.5493], [3.4957, 3.3480, 0.0042], [2.7130, 2.8335, -2.1694], [3.6272, 1.6154, 0.5478], [2.5385, 1.0453, -2.1555], [0.5065, 4.1988, 0.6380], [2.7732, 2.8310, 1.5815], [2.0158, 2.0021, -2.0290], [1.5233, 4.5026, -0.7989], [1.1717, 2.0798, -2.7248], [-0.1504, 3.8828, -1.0023], [-0.0658, -3.1168, 1.7064], [-1.6558, -3.6488, 2.4518], [0.2626, -4.6140, 0.6724], [2.0500, -3.4482, 2.8544], [0.8151, -4.6358, 3.4153], [0.7708, -2.9401, 3.9908], [0.9993, -3.5883, 3.1367], [1.2872, -4.5486, 0.2830], [0.1347, -5.5412, 1.2533], [-1.5879, -4.7148, 2.7063], [-2.4475, -3.4869, 1.7130], [-0.4494, -4.6105, -0.1609], [-1.8680, -3.0580, 3.3506], [-1.7634, -0.4591, 1.7700], [-2.6405, -0.5053, 2.5315], [-4.0616, 2.9094, -3.6704], [-3.0751, 2.3689, -2.8682], [-2.1037, 1.5686, -3.4977], [-1.1462, 0.9282, -2.6694], [-1.2394, 1.1246, -1.3005], [-2.2562, 1.7927, -0.6652], [-3.2029, 2.4548, -1.4740], [-2.0426, 1.4526, -4.5691], [-0.3867, 0.2582, -3.1409], [-2.3163, 1.8249, 0.4223], [-4.0336, 2.9931, -1.0426]],
  "atomic_forces_ev_per_a": [[0.02, 0.33, 0.69], [-0.43, -0.10, -0.70], [2.59, 1.11, -2.68], [0.57, 0.81, -0.22], [-0.50, -0.20, 0.33], [-0.18, -0.27, 0.06], [-0.07, -0.38, 0.35], [-0.05, -0.20, -0.21], [-0.03, 0.56, 0.09], [-0.02, 0.25, -0.21], [-0.01, -0.01, -0.32], [0.31, -0.11, -0.31], [-0.16, -0.34, 0.19], [-0.16, -0.16, 0.07], [0.35, -0.01, 0.13], [0.18, 0.05, 0.17], [-0.05, -1.90, 0.87], [-0.20, 0.40, -0.31], [-0.02, 0.52, -0.46], [-0.22, -0.19, 0.27], [-0.02, 0.34, -0.20], [0.15, -0.15, -0.09], [0.35, 0.73, -0.09], [-0.31, -0.19, 0.02], [0.05, 0.46, -0.10], [-0.09, 0.35, -0.03], [-0.14, -0.21, 0.26], [0.23, -0.20, 0.01], [-0.05, -0.20, -0.16], [-6.27, -0.27, 5.84], [4.10, 0.18, -3.58], [1.52, -0.48, 1.29], [-0.97, -0.58, -0.70], [0.78, -0.03, 1.00], [-1.19, 0.65, -1.27], [1.85, -2.65, 1.17], [-0.93, 0.97, -1.25], [0.16, -0.12, -0.07], [-0.34, 0.13, -0.10], [-0.56, 0.69, 0.39], [-0.18, 0.30, -0.02], [-0.08, 0.11, -0.09]],
  "nbo_charge": [0.109, 0.094, 1.773, 0.737, -0.914, -0.928, 0.256, 0.259, 0.238, 0.234, 0.253, 0.251, -0.925, 0.256, 0.260, 0.257, 0.684, -0.920, -0.905, 0.241, 0.260, 0.246, -0.904, 0.244, 0.261, 0.263, 0.236, 0.242, 0.246, 0.397, -0.290, -0.301, 0.416, -0.230, -0.245, -0.594, -0.254, -0.234, 0.257, 0.218, 0.202, 0.255]
}



No. 2
{
  "formula": "C4H7N3",
  "method": "wB97M-V/def2-TZVPD",
  "e_lumo_ev": 1.0,
  "total_charge": 0,
  "fmax_ev_per_a": 4.51,
  "de_lowest_kj_mol": 433.8,
  "symbols": ["C", "C", "C", "C", "H", "H", "H", "H", "H", "H", "H", "N", "N", "N"],
  "coordinates": [[1.0007, 1.2173, -0.3252], [0.2588, -0.6809, -0.1671], [-0.8398, -1.5543, 0.1536], [-0.4375, 0.6310, 0.0705], [1.8042, 1.3582, 0.4122], [1.0517, 2.1779, -0.8669], [1.8735, -0.4353, -1.2799], [1.1794, -0.9608, 0.5500], [-1.0224, -2.5653, -0.1380], [-2.0407, 0.8076, 1.4444], [-1.0815, 0.7289, -0.8521], [1.0208, 0.0312, -1.2004], [-1.5986, -0.9982, 0.9522], [-1.1685, 0.2427, 1.2466]],
  "atomic_forces_ev_per_a": [[-0.75, 1.47, -0.63], [3.00, 0.49, 1.08], [0.64, -2.85, -2.99], [1.57, -0.06, 0.39], [-0.48, -0.97, 0.40], [-0.53, -0.43, -0.11], [1.89, -0.27, -0.60], [-2.24, 0.60, -0.19], [0.00, -0.54, -0.07], [1.57, -0.68, -0.08], [0.44, 0.28, 0.95], [-0.56, -0.15, -1.40], [-2.56, -0.83, 2.33], [-1.98, 3.95, 0.92]],
  "nbo_charge": [-0.225, -0.115, -0.006, -0.085, 0.197, 0.196, 0.355, 0.156, 0.202, 0.367, 0.196, -0.591, -0.211, -0.433]
}



No. 3
{
  "formula": "C19H46NO10S3",
  "method": "wB97M-V/def2-TZVPD",
  "e_lumo_ev": -2.9,
  "total_charge": 1,
  "fmax_ev_per_a": 0.96,
  "de_lowest_kj_mol": 33.4,
  "symbols": ["C", "C", "C", "C", "C", "C", "C", "C", "C", "O", "C", "N", "H", "H", "H", "H", "H", "H", "H", "H", "H", "H", "H", "H", "H", "H", "H", "H", "H", "H", "H", "H", "H", "H", "O", "S", "O", "O", "C", "C", "C", "H", "H", "H", "H", "H", "H", "H", "H", "O", "S", "O", "O", "C", "C", "C", "H", "H", "H", "H", "H", "H", "H", "H", "O", "S", "O", "O", "C", "C", "C", "H", "H", "H", "H", "H", "H", "H", "H"],
  "coordinates": [[-2.3359, -2.6248, -1.8862], [-1.4523, -1.3795, -1.7913], [-1.4858, -0.7484, -0.4024], [-0.3696, 0.2716, -0.1885], [-0.5615, 1.2738, 0.9562], [0.1649, 0.9225, 2.2547], [-0.1427, -0.4744, 2.7561], [0.9837, -1.4897, 2.9493], [0.1900, -2.6927, 3.4492], [0.9101, -3.6586, 4.1596], [-0.8836, -2.0641, 4.3602], [-0.7434, -0.5723, 4.1490], [-2.4945, -2.8898, -2.9246], [-1.8365, -3.4507, -1.3809], [-3.2832, -2.4432, -1.3789], [-1.7847, -0.6440, -2.5238], [-0.4261, -1.6552, -2.0342], [-2.4561, -0.2693, -0.2593], [-1.4219, -1.5735, 0.3166], [0.5862, -0.2496, -0.0801], [-0.2815, 0.8361, -1.1173], [-1.6216, 1.4233, 1.1696], [-0.1835, 2.2472, 0.6585], [1.2415, 1.0289, 2.1274], [-0.1232, 1.6510, 3.0169], [-0.9025, -0.9639, 2.1476], [1.5706, -1.1070, 3.7905], [1.6001, -1.6324, 2.0726], [-0.3092, -3.1376, 2.5859], [1.2031, -4.3432, 3.5654], [-1.8768, -2.3674, 4.0446], [-0.7717, -2.3413, 5.4024], [-1.6440, -0.1068, 4.2264], [-0.0942, -0.2153, 4.8457], [-1.4633, 5.7208, 0.2509], [-0.2908, 5.6470, 1.0641], [0.0027, 4.4071, 1.7262], [-0.3141, 6.8229, 2.1186], [-1.5218, 7.0184, 2.8972], [-1.7020, 5.9832, 3.9862], [1.1221, 6.1730, 0.1647], [-2.3749, 7.0491, 2.2192], [-1.3964, 8.0098, 3.3244], [-1.8722, 4.9912, 3.5702], [-2.5632, 6.2532, 4.5970], [-0.8188, 5.9387, 4.6230], [0.8970, 7.1204, -0.3157], [1.3231, 5.4039, -0.5778], [1.9582, 6.2652, 0.8520], [-2.6715, -2.4844, -5.3316], [-4.0612, -2.4719, -5.6820], [-4.7015, -3.6872, -6.0685], [-4.2979, -1.3601, -6.7806], [-3.4903, -1.4177, -7.9867], [-3.9190, -2.5137, -8.9378], [-4.9952, -1.7146, -4.3983], [-2.4421, -1.5128, -7.7011], [-3.6287, -0.4376, -8.4364], [-3.7482, -3.5027, -8.5173], [-3.3464, -2.4294, -9.8613], [-4.9792, -2.4253, -9.1721], [-4.5198, -0.7788, -4.1176], [-4.9984, -2.4137, -3.5652], [-6.0069, -1.5521, -4.7586], [7.2307, -0.0854, 1.3388], [7.2123, -1.5117, 1.2475], [7.1711, -2.1351, -0.0360], [5.9869, -2.0426, 2.1265], [4.7054, -1.4436, 1.8678], [4.0836, -1.9351, 0.5714], [8.5052, -2.2116, 2.2055], [4.8057, -0.3566, 1.8791], [4.0945, -1.7339, 2.7221], [4.6641, -1.6194, -0.2922], [3.0738, -1.5340, 0.4577], [4.0369, -3.0241, 0.5588], [8.5051, -1.7527, 3.1896], [9.4296, -1.9904, 1.6767], [8.3517, -3.2853, 2.2648]],
  "atomic_forces_ev_per_a": [[0.41, 0.36, 0.25], [-0.20, -0.13, 0.08], [0.10, -0.21, -0.08], [-0.08, 0.10, -0.14], [0.19, 0.00, 0.05], [-0.14, 0.12, 0.28], [0.20, -0.52, -0.14], [-0.53, 0.56, 0.56], [0.16, -0.14, -0.35], [-0.13, 0.43, 0.49], [-0.19, -0.29, -0.14], [-0.31, -0.63, -0.06], [-0.11, -0.16, -0.08], [-0.11, -0.18, 0.02], [-0.19, -0.08, -0.11], [0.12, 0.10, -0.09], [0.10, 0.07, -0.15], [-0.09, 0.02, 0.10], [-0.05, 0.02, 0.15], [0.10, -0.02, -0.01], [0.03, 0.05, -0.05], [-0.11, -0.06, -0.06], [-0.05, 0.10, -0.01], [0.09, -0.02, -0.02], [0.08, 0.13, 0.03], [-0.14, 0.26, -0.19], [0.55, -0.14, -0.20], [0.03, -0.16, -0.10], [-0.05, -0.14, -0.01], [0.20, -0.38, -0.27], [-0.13, 0.17, 0.00], [0.24, 0.14, 0.10], [0.05, 0.22, 0.11], [-0.05, 0.39, 0.02], [-0.15, -0.09, -0.08], [0.08, 0.24, 0.03], [0.06, -0.14, 0.08], [0.11, -0.11, 0.08], [-0.30, 0.14, 0.13], [0.12, -0.09, -0.07], [0.02, -0.03, -0.03], [0.05, -0.05, -0.06], [0.07, 0.02, -0.03], [-0.02, 0.00, -0.03], [0.00, 0.04, 0.00], [-0.01, 0.03, 0.03], [-0.01, 0.01, 0.00], [-0.01, 0.00, -0.01], [0.01, 0.00, 0.01], [0.13, -0.09, 0.04], [-0.17, 0.28, -0.03], [0.03, -0.17, 0.01], [-0.08, -0.03, -0.02], [0.21, 0.04, -0.26], [-0.08, -0.07, 0.12], [0.00, 0.01, 0.04], [-0.03, -0.04, 0.08], [-0.05, 0.03, 0.06], [0.02, 0.00, 0.01], [0.01, 0.04, -0.01], [0.00, 0.02, -0.03], [0.00, 0.01, -0.01], [0.00, -0.01, 0.00], [-0.01, 0.00, -0.01], [0.02, 0.16, -0.04], [-0.04, -0.07, 0.13], [0.03, -0.03, -0.10], [0.01, -0.11, 0.02], [-0.33, 0.10, -0.11], [0.13, -0.03, 0.00], [0.03, 0.00, 0.02], [0.09, -0.01, -0.02], [0.09, -0.05, 0.06], [0.01, 0.02, -0.01], [0.01, 0.03, 0.03], [-0.04, -0.01, 0.01], [-0.01, 0.01, 0.00], [0.01, 0.01, -0.01], [0.00, -0.01, -0.01]],
  "lowdin_charge": [-0.102, -0.257, -0.235, -0.192, -0.183, -0.129, -0.255, -0.056, -0.359, 0.020, -0.021, 0.110, 0.044, 0.074, 0.073, 0.111, 0.114, 0.118, 0.092, 0.109, 0.118, 0.121, 0.088, 0.129, 0.119, 0.130, 0.142, 0.110, 0.157, 0.106, 0.140, 0.143, 0.189, 0.183, -0.265, 0.561, -0.299, -0.258, -0.236, -0.073, -0.113, 0.117, 0.126, 0.065, 0.085, 0.085, 0.081, 0.079, 0.079, -0.287, 0.555, -0.264, -0.263, -0.239, -0.070, -0.122, 0.114, 0.122, 0.073, 0.084, 0.087, 0.074, 0.067, 0.077, -0.270, 0.572, -0.266, -0.261, -0.262, -0.067, -0.116, 0.115, 0.107, 0.076, 0.053, 0.091, 0.078, 0.082, 0.078]
}



No. 4
{
  "formula": "C3H6LiO5Sr",
  "method": "wB97M-V/def2-TZVPD",
  "e_lumo_ev": [-0.8, -0.6],
  "total_charge": 0,
  "fmax_ev_per_a": 3.57,
  "spin_multiplicity": 2,
  "symbols": ["H", "C", "C", "O", "Li", "O", "H", "H", "H", "C", "O", "O", "H", "Sr", "O", "H"],
  "coordinates": [[-3.4805, -0.7103, 0.5082], [-2.6380, -0.5707, -0.1952], [-1.4395, -1.2939, 0.3899], [-0.5992, -1.7853, -0.6303], [-3.5060, 2.0763, -0.7338], [-2.3269, 0.7735, -0.4219], [-2.9386, -1.0611, -1.1400], [-1.7498, -2.0956, 1.0808], [-0.9317, -0.5944, 1.0754], [2.2011, -0.2789, 0.2177], [2.7431, -0.0243, 1.2911], [2.6924, -1.3075, -0.5268], [2.3822, -2.1277, -0.1264], [-0.2905, 2.0817, -0.4019], [1.5004, 0.5336, -0.5000], [-0.0396, -1.0526, -1.0593]],
  "atomic_forces_ev_per_a": [[0.05, 0.34, -0.09], [-0.31, -0.44, 0.24], [-0.12, 0.20, 0.20], [1.40, 0.91, -0.68], [0.16, -0.22, 0.04], [0.08, 1.13, -0.22], [0.19, -0.01, 0.31], [0.15, -0.23, -0.74], [0.16, 0.06, -0.23], [2.73, 2.30, -0.02], [-1.57, -0.47, -0.09], [-0.81, -1.40, -0.41], [0.37, -0.18, 0.04], [0.13, -0.78, 0.05], [-1.51, 0.17, 0.38], [-1.11, -1.38, 1.21]],
  "nbo_charge": [0.141, -0.100, -0.084, -0.741, 0.602, -1.205, 0.168, 0.183, 0.143, 0.952, -0.670, -0.734, 0.488, 1.363, -0.998, 0.490]
}



No. 5
{
  "formula": "H4OP2S",
  "method": "wB97M-V/def2-TZVPD",
  "e_lumo_ev": 0.5,
  "total_charge": 0,
  "fmax_ev_per_a": 3.34,
  "de_lowest_kj_mol": 30.1,
  "smiles": "O[P@@H](P)=S",
  "symbols": ["O", "P", "P", "S", "H", "H", "H", "H"],
  "coordinates": [[0.2342, 1.7491, -0.2323], [-1.1342, -0.8991, -0.4267], [0.7101, 0.0702, 0.0918], [2.3879, -0.4107, -0.7401], [0.1773, 1.6776, -1.1985], [-2.0212, -0.1761, 0.4280], [-1.0746, -1.8584, 0.5364], [0.7206, -0.1525, 1.5414]],
  "atomic_forces_ev_per_a": [[0.67, -3.18, 0.76], [-1.28, 0.28, -1.23], [0.35, 2.26, 1.06], [-0.77, -0.07, 0.10], [0.04, 0.54, -0.07], [0.45, 0.31, -0.24], [0.47, -1.11, 0.70], [0.07, 0.97, -1.09]],
  "nbo_charge": [-0.940, 0.005, 0.954, -0.504, 0.480, 0.021, 0.003, -0.020]
}



No. 6
{
  "formula": "C3H5BN2O3",
  "method": "wB97M-V/def2-TZVPD",
  "e_lumo_ev": -0.4,
  "total_charge": 0,
  "fmax_ev_per_a": 5.45,
  "de_lowest_kj_mol": 326.7,
  "symbols": ["B", "C", "C", "C", "N", "N", "O", "O", "O", "H", "H", "H", "H", "H"],
  "coordinates": [[2.2847, -0.4694, 0.0754], [-0.8642, 1.2191, -0.6162], [-0.2609, 0.2485, 0.1028], [-1.2837, -0.6471, 0.6188], [-2.2234, 1.0536, -0.5863], [-2.4273, 0.0108, 0.3797], [-1.2724, -1.7841, 1.1207], [2.6340, -1.0001, -1.0213], [2.9046, -0.1739, 1.2232], [-0.4211, 1.9816, -1.2085], [-2.9366, 1.7143, -0.6486], [-3.2785, -0.4443, 0.2944], [3.6320, -0.8812, -1.2306], [3.5128, -0.8278, 1.4965]],
  "atomic_forces_ev_per_a": [[-3.89, 2.27, 3.08], [0.17, -0.72, 0.51], [3.76, -0.90, -0.30], [1.21, -1.65, 0.60], [0.55, -2.47, 0.88], [-0.58, 2.91, -1.22], [0.36, 1.14, -0.29], [3.18, -0.84, -3.55], [-1.38, 1.09, -0.49], [0.12, 0.55, -0.28], [-0.84, 1.43, 0.14], [-1.66, -1.17, -0.12], [-2.31, -0.54, 0.45], [1.32, -1.10, 0.61]],
  "nbo_charge": [1.267, -0.085, -0.371, 0.526, -0.422, -0.431, -0.670, -0.912, -0.916, 0.213, 0.390, 0.391, 0.518, 0.502]
}



No. 7
{
  "formula": "C2F4N2O2S",
  "method": "wB97M-V/def2-TZVPD",
  "e_lumo_ev": [-4.5, -4.5],
  "total_charge": 0,
  "fmax_ev_per_a": 4.81,
  "de_lowest_kj_mol": 0.0,
  "symbols": ["C", "C", "N", "N", "O", "O", "F", "F", "F", "F", "S"],
  "coordinates": [[-2.5853, 0.4264, 0.1572], [2.5696, 0.5286, 0.1335], [-1.2715, 0.6618, 0.1391], [1.2330, 0.7306, 0.2210], [-3.4725, 1.2062, 0.1569], [3.4076, 1.2812, 0.4973], [-2.8483, -0.9716, 0.1754], [2.8255, -0.7377, -0.4071], [0.0543, -0.7513, -1.6273], [0.0435, -2.2158, 0.6773], [0.0440, -0.1582, -0.1233]],
  "atomic_forces_ev_per_a": [[-2.59, -2.83, -0.23], [1.94, -1.55, -0.18], [4.74, -0.78, -0.37], [-2.76, -0.77, -0.16], [0.94, -0.35, 0.05], [-0.79, -0.89, -0.62], [0.38, 1.96, -0.01], [0.07, 1.64, 0.58], [0.11, 0.75, 2.15], [0.11, 4.01, -1.47], [-2.15, -1.19, 0.25]],
  "nbo_charge": [0.950, 0.952, -0.775, -0.792, -0.464, -0.453, -0.353, -0.339, -0.403, -0.482, 2.161]
}